A) The following is a DFT calculation (ωB97M-V with the def2-TZVPD basis set) of a structure of composition C2H2ClNO.

Values from the calculation:
LUMO energy (spin up / spin down): -3.1601 / -1.9950 eV

Geometry as ORCA input:
```
! wB97M-V def2-TZVPD RIJCOSX def2/J DEFGRID3
* xyz 0 1
C -0.47067 0.31101 -0.80954
C -0.01224 -0.25990 0.33867
N 1.31455 0.19513 0.18559
O 0.71125 1.00802 -0.88749
Cl -1.77837 -2.36831 1.38377
H -1.41274 0.45799 -1.15047
H 1.64822 0.65607 0.93947
*
```

B) The following is a DFT calculation (ωB97M-V with the def2-TZVPD basis set) of a cluster of 2 separate species, C2H2ClNO in total.

Values from the calculation:
LUMO energy (spin up / spin down): -1.6172 / -1.6165 eV

Geometry as ORCA input:
```
! wB97M-V def2-TZVPD RIJCOSX def2/J DEFGRID3
* xyz 0 1
C -1.49693 -0.10940 0.37911
C -0.34808 -0.75174 0.09657
N 0.67782 0.00801 0.20432
O -0.47041 0.86283 0.01184
Cl 3.97520 0.02276 0.03656
H -2.46152 -0.07289 -0.07984
H 2.69572 0.13120 0.11665
*
```

C) The following is a DFT calculation (ωB97M-V with the def2-TZVPD basis set) of an isolated molecule of C2H2ClNO.

Values from the calculation:
LUMO energy (spin up / spin down): 0.1418 / -0.6336 eV

Geometry as ORCA input:
```
! wB97M-V def2-TZVPD RIJCOSX def2/J DEFGRID3
* xyz 0 1
C -1.19069 -0.45510 -0.16222
C 0.78650 0.59283 0.42434
N -0.32293 0.34351 -0.48299
O -1.97374 -0.92106 0.56938
Cl 2.22962 -0.05363 -0.14067
H 0.50970 0.18672 1.32955
H -0.03846 0.30673 -1.53739
*
```

Which structure is most stable? C), by 0.1456 hartree over the runner-up.

A) The following is a DFT calculation (ωB97M-V with the def2-TZVPD basis set) of a cluster of 3 separate species, C5H15NO2 in total.

Values from the calculation:
LUMO energy (spin up / spin down): -3.7022 / -7.7974 eV
<S²>: 0.76

Geometry as ORCA input:
```
! wB97M-V def2-TZVPD RIJCOSX def2/J DEFGRID3
* xyz 1 2
C 0.89383 -2.00610 -2.54987
C -0.42850 -1.24856 -2.13703
C -0.44912 -0.42482 -0.95707
C -0.03581 -0.85386 0.21649
N -0.38417 -0.34694 1.44523
C -1.25616 0.92360 -1.08068
H 0.59350 -2.91800 -3.05794
H 1.41800 -1.38289 -3.32656
H 1.52380 -2.15750 -1.63935
H -0.86768 -0.54220 -2.88513
H -1.38716 -1.73236 -2.10248
H 0.51663 -1.80959 0.33751
H -0.67013 -0.94226 2.17178
H -0.01964 0.51355 1.63030
H -1.72091 1.29455 -0.22641
H -2.03745 0.73815 -1.76872
H -0.80595 1.69554 -1.65456
H 0.68608 2.24546 1.92033
H -0.57001 3.04004 2.42602
O 0.29698 3.14103 2.40569
H 0.94033 1.15301 4.06955
H 1.82970 0.81566 2.87841
O 1.93383 0.80450 3.88450
*
```

B) The following is a DFT calculation (ωB97M-V with the def2-TZVPD basis set) of a cluster of 3 separate species, C5H15NO2 in total.

Values from the calculation:
LUMO energy (spin up / spin down): -4.2864 / -7.6065 eV
<S²>: 0.75

Geometry as ORCA input:
```
! wB97M-V def2-TZVPD RIJCOSX def2/J DEFGRID3
* xyz 1 2
C -0.29053 0.07015 2.91468
C 0.20570 -0.34919 1.54814
N 0.94772 -0.28682 -1.30574
C -0.25913 0.22658 -0.89894
C -0.66498 0.13315 0.45060
C -1.31352 0.41241 -1.95064
H -1.23891 -0.39305 3.17823
H 0.40962 -0.17503 3.71027
H -0.44818 1.15141 2.91727
H 0.36112 -1.44097 1.38048
H 1.23546 -0.03673 1.37616
H 1.17837 0.20654 -2.16986
H 1.66673 -0.02729 -0.62741
H -1.57967 0.63699 0.74284
H -1.04517 1.08428 -2.76753
H -1.73722 -0.47079 -2.42377
H -1.99168 1.10844 -1.44105
H 0.33536 2.20076 -0.39025
H 1.19749 3.12635 0.39152
O 0.87941 2.98768 -0.48858
H 0.19150 -3.96868 -0.62620
H 0.30186 -2.49607 -0.89055
O 0.15517 -3.11602 -0.18641
*
```

Which structure is most stable? B), by 0.0935 hartree over the runner-up.

A) The following is a DFT calculation (ωB97M-V with the def2-TZVPD basis set) of a structure of composition C4H6O2.

Values from the calculation:
LUMO energy: 1.1445 eV

Geometry as ORCA input:
```
! wB97M-V def2-TZVPD RIJCOSX def2/J DEFGRID3
* xyz 0 1
O 0.20987 -1.61905 2.96315
C -0.44441 -1.01937 2.25569
C 0.72905 -0.81213 -0.51188
C -0.09147 -0.09654 -1.28065
C 0.67110 1.11104 -0.80056
O 1.49168 0.21182 0.01506
H -1.98264 0.35316 0.97135
H 0.91981 -1.84597 -0.24243
H -2.01861 0.55205 0.25729
H -0.94054 -0.28758 -1.91681
H 0.15675 1.84087 -0.16859
H 1.29942 1.61170 -1.54161
*
```

B) The following is a DFT calculation (ωB97M-V with the def2-TZVPD basis set) of a structure of composition C4H6O2.

Values from the calculation:
LUMO energy: 0.8875 eV

Geometry as ORCA input:
```
! wB97M-V def2-TZVPD RIJCOSX def2/J DEFGRID3
* xyz 0 1
C 0.84950 1.25716 -0.26503
C -0.32740 0.44142 0.17273
C -0.13381 -0.81250 1.02608
O -0.66115 0.44348 1.52625
C -0.92808 -0.61371 -0.60517
O -0.02050 -1.33310 -1.20441
H 0.56646 2.31438 -0.23814
H 1.69968 1.10513 0.40711
H 1.13507 0.98844 -1.28369
H -0.84785 -1.61623 1.22289
H 0.65836 -1.32234 -0.09723
H -1.99028 -0.85212 -0.66139
*
```

Which structure is most stable? A), by 0.0914 hartree over the runner-up.

A) The following is a DFT calculation (ωB97M-V with the def2-TZVPD basis set) of an isolated molecule of C4H6O2.

Values from the calculation:
LUMO energy: 0.8457 eV
SMILES: C[C@]12O[C@H]1[C@@H]2O

Geometry as ORCA input:
```
! wB97M-V def2-TZVPD RIJCOSX def2/J DEFGRID3
* xyz 0 1
C 0.59442 -0.96889 1.13726
C -0.23691 -0.35774 0.07374
O -1.57222 -0.75097 -0.31033
C -0.69735 -0.06642 -1.23488
C -0.41915 1.07577 -0.29372
O 0.78991 1.75850 -0.45128
H 1.49455 -0.36544 1.29534
H -0.02322 -0.85935 2.03530
H 0.86104 -2.02488 1.02971
H 0.99578 1.75502 -1.39341
H -0.65383 -0.28564 -2.29782
H -1.24198 1.63143 0.16324
*
```

B) The following is a DFT calculation (ωB97M-V with the def2-TZVPD basis set) of an isolated molecule of C4H6O2.

Values from the calculation:
LUMO energy (spin up / spin down): 0.2168 / 0.2168 eV

Geometry as ORCA input:
```
! wB97M-V def2-TZVPD RIJCOSX def2/J DEFGRID3
* xyz 0 1
O -1.91908 -0.56189 0.90237
C -0.75314 -0.18350 0.36810
C -0.27555 1.18809 -0.02365
C 1.09811 0.50972 -0.34064
C 0.40565 -0.84091 -0.05411
O 0.84947 -2.12581 -0.00056
H -1.82776 -1.49046 1.18124
H 0.07709 -1.47569 -0.99135
H -0.78137 1.65778 -0.87737
H -0.24081 1.90928 0.80344
H 1.87786 0.76167 0.38723
H 1.48952 0.65170 -1.35469
*
```

C) The following is a DFT calculation (ωB97M-V with the def2-TZVPD basis set) of an isolated molecule of C4H6O2.

Values from the calculation:
LUMO energy: 0.7988 eV
SMILES: C[C@H]1O[C@H]1C=O

Geometry as ORCA input:
```
! wB97M-V def2-TZVPD RIJCOSX def2/J DEFGRID3
* xyz 0 1
C 0.94037 0.59749 -1.03835
C -0.44334 0.67771 -0.44797
O -1.26716 -0.44531 -0.71058
C -0.95028 -0.17870 0.64681
C -0.03293 -1.15920 1.32133
O 0.30967 -1.05806 2.47571
H 1.64471 1.27583 -0.54653
H 1.31741 -0.42634 -0.97858
H 0.88230 0.86524 -2.09964
H -0.93619 1.64899 -0.55558
H -1.77344 0.19253 1.26514
H 0.30889 -1.99018 0.66824
*
```

D) The following is a DFT calculation (ωB97M-V with the def2-TZVPD basis set) of a structure of composition C4H6O2.

Values from the calculation:
LUMO energy: 0.3588 eV

Geometry as ORCA input:
```
! wB97M-V def2-TZVPD RIJCOSX def2/J DEFGRID3
* xyz 0 1
O -2.70452 0.18828 0.38457
C 0.00728 0.80689 -0.49710
C 1.10555 0.86747 0.27215
C 1.52133 -0.58779 0.11564
C 0.19202 -0.66069 -0.67956
O -0.46962 -1.56789 -1.11527
H -2.38623 -0.56545 -0.13248
H -0.76440 1.50817 -0.79390
H 1.55128 1.67639 0.84213
H -2.02462 0.30245 1.05893
H 1.54230 -1.21125 1.01511
H 2.42964 -0.75658 -0.47023
*
```

Which structure is most stable? C), by 0.0035 hartree over the runner-up.